(1)
Formula: C21H21F2N3O5S
Source: the OMol25 dataset
Level of theory: the ωB97M-V functional and the def2-TZVPD basis

Calculated values
Kohn-Sham gap   9.10 eV
Energy relative to the best compared isomer or geometry (same formula, charge and spin)   0.0 kcal per mole
SMILES   CCOc1ccc(N(CC(=O)Nc2ccc(F)c(F)c2)S(=O)(=O)c2c(C)noc2C)cc1
2S+1   1
Net charge   0
LUMO level   0.51 eV

CARTESIAN COORDINATES (ANGSTROEM)
C -3.011 -4.113 2.139
C -3.241 -4.350 0.650
H -4.077 -5.040 0.509
H -2.352 -4.784 0.178
O -3.645 -3.175 -0.031
C -2.738 -2.213 -0.324
C -3.265 -1.052 -0.900
C -2.440 -0.003 -1.243
C -1.070 -0.091 -1.022
C -0.539 -1.240 -0.458
C -1.364 -2.296 -0.112
H -0.917 -3.176 0.320
H 0.521 -1.310 -0.277
N -0.266 1.045 -1.328
S 0.214 1.872 0.039
O 0.731 1.007 1.059
O 1.075 2.939 -0.408
C -1.328 2.534 0.566
C -1.913 3.694 0.126
O -3.083 3.843 0.752
N -3.284 2.802 1.600
C -2.257 2.004 1.510
C -2.136 0.750 2.286
H -1.086 0.519 2.443
H -2.655 0.853 3.235
H -2.592 -0.068 1.728
C -1.469 4.704 -0.858
H -0.393 4.623 -0.984
H -1.956 4.530 -1.817
H -1.740 5.700 -0.516
C 0.659 0.967 -2.444
H 0.130 0.526 -3.293
H 0.959 1.990 -2.681
C 1.895 0.113 -2.134
O 2.061 -0.987 -2.612
N 2.737 0.737 -1.269
C 3.870 0.223 -0.641
C 4.467 1.013 0.340
C 5.596 0.561 0.993
C 6.141 -0.678 0.678
C 5.548 -1.464 -0.294
C 4.418 -1.019 -0.954
H 3.956 -1.630 -1.711
H 5.983 -2.422 -0.526
F 7.243 -1.118 1.313
F 6.164 1.331 1.936
H 4.050 1.972 0.606
H 2.451 1.653 -0.935
H -2.849 0.892 -1.686
H -4.329 -1.000 -1.066
H -2.765 -5.053 2.625
H -3.913 -3.708 2.591
H -2.199 -3.408 2.303

Atom charges from the Mulliken analysis, given in e for atoms 1 to 8: -1.003, -0.448, 0.345, 0.329, -0.477, 0.719, -0.678, -0.258

(2)
Formula: C21H21F3N2O5
Source: the OMol25 dataset
Level of theory: the ωB97M-V functional and the def2-TZVPD basis

Calculated values
Kohn-Sham gap   8.59 eV
Energy relative to the best compared isomer or geometry (same formula, charge and spin)   0.0 kcal per mole
SMILES   CCOc1cc([C@H]2NC(=O)N[C@](O)(C(F)(F)F)[C@@H]2C(=O)c2ccccc2)ccc1OC
2S+1   1
Net charge   0
LUMO level   0.15 eV

CARTESIAN COORDINATES (ANGSTROEM)
C 1.720 -6.467 1.468
C 0.775 -5.459 2.104
H 0.911 -5.440 3.190
H -0.266 -5.720 1.883
O 1.092 -4.192 1.548
C 0.482 -3.050 1.942
C 1.000 -1.905 1.340
C 0.503 -0.638 1.607
C -0.538 -0.513 2.511
C -1.070 -1.637 3.118
C -0.589 -2.912 2.850
O -1.103 -4.043 3.426
C -2.174 -3.919 4.329
H -2.407 -4.936 4.641
H -1.896 -3.328 5.207
H -3.055 -3.477 3.852
H -1.880 -1.507 3.816
H -0.938 0.460 2.754
C 1.059 0.593 0.912
N 2.354 0.365 0.329
C 2.611 0.049 -0.965
O 3.723 -0.158 -1.385
N 1.502 -0.067 -1.780
H 1.699 -0.346 -2.730
C 0.148 0.157 -1.398
O -0.562 -1.033 -1.175
H -0.099 -1.573 -0.514
C 0.073 1.095 -0.170
H -0.949 1.029 0.204
C 0.434 2.534 -0.556
O 1.580 2.844 -0.780
C -0.675 3.509 -0.656
C -1.849 3.440 0.092
C -2.829 4.401 -0.068
C -2.659 5.431 -0.979
C -1.491 5.514 -1.719
C -0.501 4.567 -1.551
H 0.415 4.611 -2.119
H -1.352 6.319 -2.425
H -3.435 6.171 -1.106
H -3.733 4.345 0.520
H -1.996 2.661 0.825
C -0.606 0.777 -2.601
F 0.006 1.856 -3.103
F -1.847 1.156 -2.274
F -0.709 -0.094 -3.606
H 3.170 0.512 0.900
H 1.156 1.393 1.659
H 1.835 -2.044 0.670
H 1.517 -7.459 1.861
H 1.585 -6.475 0.390
H 2.750 -6.200 1.685

Atom charges from the Mulliken analysis, given in e for atoms 1 to 8: -1.437, -0.216, 0.339, 0.310, -0.417, 0.375, -1.026, -0.568

(3)
Formula: C21H21I2IrN3OSSe
Source: the OMol25 dataset
Level of theory: the ωB97M-V functional and the def2-TZVPD basis

Calculated values
Kohn-Sham gap   6.62 eV
Energy relative to the best compared isomer or geometry (same formula, charge and spin)   5.1 kcal per mole
2S+1   1
Net charge   +1
LUMO level   -4.20 eV

CARTESIAN COORDINATES (ANGSTROEM)
Ir 0.707 -0.157 -1.280
I -3.766 -2.708 -0.374
C -3.404 -0.753 -0.946
C -4.481 0.156 -1.112
C -4.276 1.435 -1.553
I -5.905 2.704 -1.762
C -2.955 1.876 -1.854
C -2.587 3.123 -2.393
C -1.268 3.405 -2.656
C -0.285 2.461 -2.351
N -0.597 1.285 -1.833
C -1.914 0.968 -1.618
C -2.121 -0.346 -1.180
O -1.020 -1.107 -1.054
H -5.483 -0.183 -0.889
H -3.356 3.853 -2.614
H -0.976 4.347 -3.097
H 0.766 2.654 -2.520
S 2.125 -0.947 -2.897
C 1.819 -2.640 -2.682
N 2.675 -3.575 -3.077
C 2.205 -4.929 -2.775
C 0.814 -4.661 -2.156
N 0.736 -3.198 -2.164
H 3.579 -3.354 -3.458
H 2.879 -5.413 -2.070
H 2.153 -5.536 -3.676
H 0.738 -5.044 -1.140
H 0.006 -5.088 -2.748
H -0.058 -2.663 -1.829
C 0.387 2.052 5.617
C 0.741 1.575 4.235
C 0.957 0.228 3.973
C 1.351 -0.224 2.721
C 1.503 -1.702 2.478
C 1.539 0.727 1.705
Se 2.461 0.151 0.132
C 1.238 2.081 1.912
C 1.307 3.127 0.831
C 0.851 2.477 3.186
H 0.333 1.224 6.322
H -0.574 2.568 5.619
H 1.135 2.758 5.979
H 0.814 -0.497 4.767
H 1.329 -2.258 3.398
H 2.497 -1.957 2.108
H 0.781 -2.041 1.731
H 1.457 2.690 -0.150
H 2.124 3.828 1.016
H 0.379 3.702 0.814
H 0.639 3.527 3.363

Atom charges from the Mulliken analysis, given in e for atoms 1 to 8: 1.647, 0.085, -0.438, -0.323, -0.418, 0.143, 0.688, -0.487

(4)
Formula: C21H21IrN5O2S2
Source: the OMol25 dataset
Level of theory: the ωB97M-V functional and the def2-TZVPD basis

Calculated values
Kohn-Sham gap   7.24 eV
Energy relative to the best compared isomer or geometry (same formula, charge and spin)   0.0 kcal per mole
2S+1   1
Net charge   +1
LUMO level   -3.63 eV

CARTESIAN COORDINATES (ANGSTROEM)
Ir -1.579 -0.310 -1.571
C 2.537 -0.989 -2.675
C 1.074 -1.238 -2.438
N 0.242 -0.224 -2.310
N 0.860 1.042 -2.324
C 0.084 2.052 -2.096
S -1.611 1.953 -1.775
S 0.872 3.624 -2.222
C 0.251 4.406 -0.704
C 0.696 3.725 0.563
C -0.243 3.397 1.535
C 0.156 2.848 2.747
C 1.500 2.604 2.993
C 2.442 2.907 2.017
C 2.042 3.461 0.810
C 0.659 -2.631 -2.330
C 1.635 -3.650 -2.300
C 1.291 -4.963 -2.087
C -0.050 -5.313 -1.910
C -1.041 -4.362 -1.987
C -0.702 -3.022 -2.211
O -1.670 -2.141 -2.357
H 2.772 0.063 -2.752
H 2.843 -1.486 -3.595
H 3.105 -1.436 -1.859
H -0.834 4.474 -0.744
H 0.647 5.421 -0.766
H -1.291 3.604 1.350
H -0.583 2.632 3.509
H 1.816 2.203 3.948
H 3.494 2.735 2.206
H 2.780 3.708 0.056
H 2.676 -3.409 -2.447
H 2.059 -5.724 -2.061
H -0.316 -6.346 -1.722
H -2.088 -4.616 -1.899
C -4.110 -0.502 2.538
N -2.711 -0.423 2.105
C -1.659 -0.592 2.957
C -0.376 -0.494 2.546
C -0.117 -0.176 1.179
N -1.156 -0.103 0.344
C -2.444 -0.253 0.786
O -3.300 -0.242 -0.117
N 1.104 0.073 0.724
H -4.133 -0.427 3.620
H -4.550 -1.443 2.214
H -4.665 0.321 2.096
H -1.923 -0.808 3.982
H 0.438 -0.617 3.242
H 1.858 0.182 1.382
H 1.220 0.504 -0.187

Atom charges from the Mulliken analysis, given in e for atoms 1 to 8: 1.250, -1.818, 1.370, 0.284, -1.013, 0.384, -0.406, -0.103

(5)
Formula: C21H21N2O3
Source: the OMol25 dataset
Level of theory: the ωB97M-V functional and the def2-TZVPD basis

Calculated values
Kohn-Sham gap   6.66 eV
Energy relative to the best compared isomer or geometry (same formula, charge and spin)   3.6 kcal per mole
2S+1   1
Net charge   +1
LUMO level   -4.70 eV

CARTESIAN COORDINATES (ANGSTROEM)
N -0.806 0.497 -3.408
N -1.466 1.054 -4.557
C -2.662 0.370 -4.831
O -2.849 -0.794 -4.491
H -0.765 -0.526 -3.540
H 0.112 0.939 -3.308
H -1.546 2.070 -4.534
H -3.386 0.980 -5.410
C 1.719 6.226 0.422
O 0.698 5.844 -0.538
C 0.223 4.575 -0.543
C -0.811 4.279 -1.471
C -1.318 3.008 -1.543
C -0.710 1.927 -0.851
C -1.095 0.600 -1.272
C -0.483 -0.591 -0.709
C -1.216 -1.798 -0.557
C -0.610 -2.939 -0.070
C 0.737 -2.898 0.320
O 1.308 -4.023 0.929
C 1.103 -4.194 2.308
C 0.287 -5.241 2.742
C -0.020 -5.360 4.097
C 0.537 -4.482 5.035
C 1.382 -3.459 4.584
C 1.659 -3.298 3.223
C 1.498 -1.739 0.142
C 0.886 -0.606 -0.370
C 0.238 2.262 0.169
C 0.726 3.553 0.285
H 1.857 7.298 0.242
H 1.390 6.061 1.460
H 2.665 5.690 0.248
H -1.176 5.080 -2.107
H -2.180 2.801 -2.186
H -2.137 0.497 -1.612
H -2.283 -1.823 -0.816
H -1.163 -3.870 0.075
H -0.134 -5.912 1.995
H -0.731 -6.123 4.419
H 0.272 -4.563 6.093
H 1.807 -2.752 5.299
H 2.295 -2.491 2.857
H 2.544 -1.712 0.438
H 1.485 0.294 -0.515
H 0.616 1.497 0.849
H 1.506 3.791 1.011

Atom charges from the Mulliken analysis, given in e for atoms 1 to 8: -0.301, -0.504, 0.107, -0.491, 0.371, 0.371, 0.308, 0.342

(6)
Formula: C21H21N5O3
Source: the OMol25 dataset
Level of theory: the ωB97M-V functional and the def2-TZVPD basis

Calculated values
Kohn-Sham gap   8.28 eV
Energy relative to the best compared isomer or geometry (same formula, charge and spin)   44.8 kcal per mole
SMILES   COc1ccc2[nH]c(-c3ccc(Cn4nc(C)c(CC(=O)O)c4C)cc3)nc2n1
2S+1   1
Net charge   0
LUMO level   0.10 eV

CARTESIAN COORDINATES (ANGSTROEM)
O -6.796 -1.337 -3.264
N 3.015 -0.421 2.224
N -1.585 -1.345 -3.402
N 3.948 -1.000 4.372
O -5.845 0.265 -4.520
O 4.752 -1.388 6.566
C -5.955 -0.449 -3.400
C 2.582 0.744 1.724
C -2.862 -1.567 -3.086
C -2.602 0.681 -2.938
C -3.537 -0.307 -2.754
C 3.449 -0.135 3.495
C 4.371 -0.519 5.542
C 4.343 0.848 5.866
C 1.536 2.022 -0.238
C 1.593 -0.389 -0.249
C 3.745 1.745 4.952
C 0.886 1.978 -1.499
C 0.981 -0.429 -1.483
C 1.911 0.792 0.387
C 3.366 1.197 3.734
C 0.611 0.760 -2.120
N 2.767 1.753 2.629
N -1.420 0.018 -3.293
C 4.550 -2.763 6.310
C -3.477 -2.949 -3.106
C -2.722 2.150 -2.730
C -4.975 -0.205 -2.267
C -0.105 0.665 -3.471
H -6.560 -0.044 -5.086
H 4.739 1.147 6.815
H 1.688 2.975 0.262
H 1.771 -1.332 0.213
H 3.642 2.803 5.206
H 0.524 2.907 -1.972
H 0.723 -1.390 -1.922
H 2.562 2.730 2.510
H 4.933 -3.053 5.315
H 3.496 -3.055 6.267
H 5.044 -3.360 7.051
H -4.117 -3.038 -2.227
H -4.067 -3.110 -4.023
H -2.691 -3.723 -3.042
H -2.517 2.679 -3.634
H -2.011 2.423 -1.986
H -3.713 2.466 -2.356
H -5.103 -0.917 -1.494
H -5.165 0.792 -1.838
H -0.177 1.669 -3.892
H 0.475 0.018 -4.151

Atom charges from the Mulliken analysis, given in e for atoms 1 to 8: -0.589, -0.650, -1.088, -0.428, -0.416, -0.387, 0.634, 0.049

(7)
Formula: C21H21NPdS
Source: the OMol25 dataset
Level of theory: the ωB97M-V functional and the def2-TZVPD basis

Calculated values
⟨S²⟩   2.004
Kohn-Sham gap (alpha / beta)   6.13 / 6.98 eV
Energy relative to the best compared isomer or geometry (same formula, charge and spin)   1.9 kcal per mole
2S+1   3
Net charge   0
LUMO level (alpha / beta)   -0.22 / -1.36 eV

CARTESIAN COORDINATES (ANGSTROEM)
C -1.924 -1.872 0.881
C -0.506 -4.683 -0.087
C -2.153 -1.571 -0.470
H -2.342 -1.321 1.687
C 0.311 -3.902 -0.848
H -0.532 -5.785 -0.130
H -2.581 -0.609 -0.581
H 1.007 -4.463 -1.529
C -1.078 -1.919 -1.479
H -0.819 -1.065 -2.135
H -1.547 -2.711 -2.114
C -0.941 -2.841 1.545
H -1.167 -2.881 2.620
H 0.173 -2.716 1.594
C -1.460 -4.127 0.920
H -2.405 -3.889 0.386
H -1.736 -4.887 1.667
C 0.347 -2.452 -1.028
H 1.031 -2.300 -1.884
H 0.922 -1.973 -0.212
Pd -0.319 0.432 1.658
H 0.122 0.401 3.156
S 1.640 3.894 -1.033
C -0.086 4.317 -1.119
C -0.664 5.467 -1.650
C -2.054 5.610 -1.596
C -2.862 4.592 -1.059
C -2.289 3.444 -0.514
C -0.885 3.329 -0.499
N -0.098 2.260 -0.032
C 1.186 2.350 -0.269
C 2.110 1.361 0.268
C 3.514 1.418 0.146
C 4.284 0.380 0.677
C 3.733 -0.704 1.380
C 2.332 -0.735 1.601
C 1.580 0.294 1.035
H -0.005 6.235 -2.046
H -2.514 6.535 -1.941
H -3.942 4.723 -1.053
H -2.878 2.613 -0.118
H 3.937 2.286 -0.363
H 5.364 0.431 0.548
H 4.376 -1.500 1.791
H 1.821 -1.465 2.230

Atom charges from the Mulliken analysis, given in e for atoms 1 to 8: -0.825, -0.424, -0.717, 0.783, -0.396, 0.353, 0.419, 0.268

(8)
Formula: C21H22BF14N8Pt
Source: the OMol25 dataset
Level of theory: the ωB97M-V functional and the def2-TZVPD basis

Calculated values
Kohn-Sham gap   5.89 eV
Energy relative to the best compared isomer or geometry (same formula, charge and spin)   3.8 kcal per mole
2S+1   1
Net charge   +1
LUMO level   -5.68 eV

CARTESIAN COORDINATES (ANGSTROEM)
Pt -0.117 0.329 0.351
C 0.686 3.098 1.027
N -0.314 2.068 1.423
C -1.687 2.525 1.100
C -1.822 2.485 -0.417
N -1.127 1.289 -0.920
C -0.919 1.212 -2.315
C -0.152 2.156 -3.000
F 0.370 3.187 -2.339
C 0.111 2.030 -4.351
F 0.837 2.929 -4.984
C -0.403 0.942 -5.038
F -0.160 0.802 -6.328
C -1.182 0.000 -4.384
F -1.684 -1.031 -5.059
C -1.440 0.141 -3.037
F -2.223 -0.754 -2.426
C -0.092 1.633 2.821
C 1.207 0.834 2.834
N 1.287 0.020 1.608
C 2.537 -0.524 1.285
C 3.705 0.239 1.193
F 3.672 1.549 1.436
C 4.905 -0.309 0.789
F 5.978 0.451 0.673
C 4.967 -1.654 0.465
F 6.104 -2.186 0.064
C 3.833 -2.445 0.571
F 3.900 -3.745 0.302
C 2.643 -1.885 0.982
F 1.593 -2.694 1.148
H 0.525 3.990 1.637
H 0.581 3.331 -0.026
H 1.691 2.717 1.167
H -1.862 3.530 1.489
H -2.384 1.831 1.569
H -1.427 3.387 -0.887
H -2.875 2.410 -0.697
H -0.938 1.007 3.104
H -0.034 2.489 3.496
H 1.195 0.140 3.680
H 2.079 1.473 2.952
C -2.084 -5.277 0.952
N -2.043 -4.003 1.658
C -2.459 -3.945 3.049
C -1.543 -2.865 1.101
N -1.298 -1.765 1.709
N -1.328 -2.976 -0.285
C -0.348 -2.403 -1.054
N 0.011 -3.118 -2.141
N 0.218 -1.262 -0.835
H -2.361 -6.054 1.657
H -1.108 -5.541 0.541
H -2.835 -5.291 0.155
H -2.939 -4.881 3.316
H -3.180 -3.140 3.204
H -1.609 -3.797 3.722
H -1.398 -1.876 2.711
H -1.818 -3.727 -0.741
H -0.267 -4.073 -2.266
H 0.605 -2.698 -2.838
H 0.985 -1.039 -1.482
F 1.983 -0.385 -2.592
B 2.856 0.724 -2.233
F 4.106 0.210 -1.946
F 2.841 1.629 -3.270
F 2.312 1.324 -1.059

Atom charges from the Mulliken analysis, given in e for atoms 1 to 8: 0.561, -0.492, -0.215, -0.896, -0.509, 0.482, -1.126, 0.312

(9)
Formula: C21H22FN3O7S
Source: the OMol25 dataset
Level of theory: the ωB97M-V functional and the def2-TZVPD basis

Calculated values
Kohn-Sham gap   9.41 eV
SMILES   O=C(NCc1ccc(F)cc1)C(=O)NC[C@@H]1OCCN1S(=O)(=O)c1ccc2c(c1)OCCO2
2S+1   1
Net charge   0
LUMO level   0.55 eV

CARTESIAN COORDINATES (ANGSTROEM)
O 1.627 -1.355 -3.677
C 0.739 -1.623 -2.888
N 0.694 -2.681 -2.075
H -0.100 -2.721 -1.448
C 1.794 -3.590 -1.872
C 2.231 -3.644 -0.431
C 2.243 -2.484 0.337
C 2.640 -2.525 1.662
C 3.030 -3.736 2.204
C 3.034 -4.902 1.461
C 2.628 -4.846 0.140
H 2.624 -5.750 -0.452
H 3.346 -5.828 1.916
F 3.414 -3.785 3.500
H 2.652 -1.633 2.267
H 1.940 -1.545 -0.102
H 1.512 -4.593 -2.215
H 2.611 -3.226 -2.505
C -0.504 -0.742 -2.749
O -1.427 -1.028 -2.005
N -0.446 0.322 -3.565
C -1.343 1.444 -3.451
H -1.071 2.198 -4.189
H -2.371 1.113 -3.619
C -1.248 2.018 -2.018
N 0.122 2.389 -1.736
S 0.854 1.612 -0.447
O 2.022 2.375 -0.125
O 1.018 0.245 -0.851
C -0.306 1.675 0.907
C -1.165 0.613 1.104
C -2.099 0.672 2.131
C -2.176 1.828 2.926
C -1.277 2.871 2.724
C -0.336 2.795 1.717
H 0.383 3.582 1.560
H -1.344 3.732 3.369
O -3.113 1.967 3.906
C -4.155 1.014 3.838
C -3.577 -0.376 3.584
H -4.363 -1.130 3.528
O -2.909 -0.403 2.340
H -2.876 -0.631 4.389
H -4.678 1.062 4.794
H -4.844 1.275 3.024
H -1.111 -0.264 0.478
C 0.226 3.834 -1.829
H 0.649 4.229 -0.905
C -1.224 4.292 -2.077
H -1.364 4.611 -3.117
O -2.028 3.162 -1.797
H -1.543 5.093 -1.409
H 0.886 4.105 -2.656
H -1.588 1.239 -1.328
H 0.458 0.446 -4.006

Atom charges from the Mulliken analysis, given in e for atoms 1 to 8: -0.726, 0.725, -0.114, 0.268, -1.012, 0.124, 0.135, -0.753

Q: What is the formula in the eighth record?
A: C21H22BF14N8Pt

Q: What is the formula in the seventh record?
A: C21H21NPdS

Q: Look up the net charge of the fourth one.
A: +1

Q: What is the net charge in the fifth record?
A: +1